[1]
ORCA calculation (the ωB97M-V functional and the def2-TZVPD basis) on one molecule with the formula C7H9NO in a non-equilibrium geometry.

Output
HOMO energy = -0.3405 hartree
Lowest unoccupied orbital energy = 0.93 eV
SMILES = COCc1ccccn1
Electronic energy = -10938.817 eV
Gap between HOMO and LUMO = 10.1955 eV
Spin multiplicity = 1

```
18
Properties=species:S:1:pos:R:3:forces:R:3:lowdin_charge:R:1
C -2.625258 0.758406 -0.493917 -1.1 2.8 -4.0 -0.19
C -1.325170 -0.735673 0.755539 1.1 -5.3 -3.5 -0.12
C 0.171236 -0.364937 0.389647 -2.0 -2.1 0.7 -0.23
C 1.106544 -1.293519 -0.025789 -0.8 3.6 0.5 -0.03
C 2.341084 -0.875541 -0.381392 2.5 -2.0 -0.9 -0.11
C 2.633590 0.447559 -0.254402 2.3 1.4 -0.3 -0.04
C 1.621847 1.336876 0.246345 2.4 -8.7 -2.5 -0.11
H -3.527124 0.701098 -1.338497 2.7 0.4 1.7 0.13
H -3.186276 1.169344 0.317424 0.0 0.1 1.2 0.04
H -1.743174 1.682161 -0.787183 -2.4 -3.1 0.6 0.15
H -1.577488 -1.935962 0.853229 1.6 2.8 0.4 0.18
H -1.628204 -0.278564 1.609218 -0.9 1.7 2.5 0.07
H 0.760460 -2.197157 -0.137551 -1.3 -5.1 -0.5 0.06
H 3.130442 -1.657002 -0.759697 -1.6 1.7 0.8 0.15
H 3.750758 0.688338 -0.541918 -2.6 0.3 0.7 0.14
H 1.856141 2.228128 0.354159 1.7 8.5 1.1 0.03
N 0.466868 0.883531 0.540707 -2.4 1.9 1.1 0.11
O -2.226274 -0.557089 -0.345919 0.9 1.1 0.6 -0.22
```
Forces are in eV/Å.

=====

[2]
ORCA calculation (the ωB97M-V functional and the def2-TZVPD basis) on one molecule with the formula C8H10N2O3 in a non-equilibrium geometry.

Output
HOMO energy = -0.3179 hartree
Lowest unoccupied orbital energy = 0.32 eV
SMILES = C[C@](O)(Nc1ccccc1)[N+](=O)[O-]
Electronic energy = -17577.249 eV
Gap between HOMO and LUMO = 8.9734 eV
Spin multiplicity = 1

```
23
Properties=species:S:1:pos:R:3:forces:R:3:lowdin_charge:R:1
C -1.497228 -1.941022 -2.579220 -1.8 -1.4 1.3 -0.12
C -0.454137 -1.088233 -2.795576 1.2 -0.3 -0.7 -0.10
C -2.060019 -2.101028 -1.300981 1.4 1.6 0.4 -0.07
C 0.183864 -0.335655 -1.788014 -1.3 -0.9 -0.2 -0.02
C -1.496452 -1.342536 -0.258343 0.5 0.7 -0.5 -0.01
C -0.365690 -0.492305 -0.501271 -0.1 -0.2 -0.3 -0.26
C 0.788065 1.258670 2.786718 -0.2 0.3 -0.4 0.02
C -0.024095 1.114302 1.474733 3.9 -0.3 0.0 -0.54
N 0.412946 0.026355 0.581703 1.7 -0.5 -0.4 0.09
N 0.527754 2.322833 0.614897 -1.3 0.0 0.4 -0.35
O 1.649661 2.693345 0.773317 1.2 0.7 -0.6 0.08
O -0.242954 2.700538 -0.232762 -0.6 0.6 -0.7 0.08
O -1.321395 1.202831 1.593441 -2.2 1.0 -0.7 0.09
H -1.999140 -2.636777 -3.274348 1.0 0.8 -0.4 0.11
H -0.018917 -1.220594 -3.772223 0.3 0.7 -0.3 0.10
H -2.845772 -2.826870 -1.207848 -0.3 0.0 0.5 0.09
H 1.063366 0.288878 -2.040541 -0.7 -0.4 0.5 0.12
H -1.855758 -1.290195 0.763247 -0.1 -0.5 -0.1 0.10
H 0.290687 1.979051 3.487601 0.2 -0.8 -0.7 0.11
H 1.743121 1.733182 2.475979 -0.5 -0.8 0.7 0.08
H 0.938430 0.277384 3.227344 0.0 0.1 0.2 0.08
H 1.403341 0.105491 0.164763 -2.0 0.3 1.7 0.17
H -1.605031 1.742218 0.805333 -0.2 -0.6 0.5 0.14
```
Forces are in eV/Å.

=====

[3]
ORCA calculation (the ωB97M-V functional and the def2-TZVPD basis) on C11H13N2O6V as an isolated structure in a non-equilibrium geometry.

Output
HOMO energy (spin up / spin down) = -0.5485 / -0.5482 hartree
Lowest unoccupied orbital energy (spin up / spin down) = -9.31 / -10.35 eV
Electronic energy = -52550.286 eV
Expectation value of S² = 2.18
Gap between HOMO and LUMO (spin up / spin down) = 5.6142 / 4.5701 eV
Charge = +2
Spin multiplicity = 3

```
33
Properties=species:S:1:pos:R:3:forces:R:3:lowdin_charge:R:1
O -0.172562 4.047547 -5.220296 -0.4 -5.2 2.2 0.24
C -0.156564 3.031121 -4.653011 1.2 5.3 -0.9 0.10
V -0.239123 1.158353 -2.807829 -0.6 1.9 1.7 0.40
O -0.217617 3.528793 -0.512224 0.2 -2.4 -2.9 0.24
C -0.171220 2.780626 -1.377253 -0.2 2.7 3.0 0.02
C 0.005045 -0.949145 -2.974249 2.2 -8.3 -2.6 0.06
O 0.381871 -2.053049 -3.212486 -2.6 7.3 1.9 0.22
C 1.678314 0.815297 -2.585443 6.2 -1.3 0.5 -0.06
O 2.747892 0.431284 -2.433094 -3.4 1.3 -0.5 0.25
C -2.271858 1.114293 -2.419181 -6.4 -0.9 0.6 0.02
O -3.400972 0.961612 -2.212773 5.0 0.8 -0.8 0.23
H -0.610677 1.657592 -4.343848 -1.3 -1.6 -0.9 0.03
C 2.079168 0.829688 0.823551 -0.8 -0.7 -0.3 -0.02
N 1.058308 0.025657 1.451344 -2.2 -0.6 -1.2 -0.08
C 1.434954 -0.802624 2.597586 0.4 -0.2 -0.7 -0.14
C 0.221906 -1.115596 3.420877 0.0 0.3 0.4 -0.14
C -0.837057 -1.787015 2.599705 -0.7 -0.6 -0.1 -0.14
N -0.931671 -1.250727 1.242870 1.3 1.8 -1.1 -0.07
C -2.079017 -1.666392 0.471160 0.4 0.4 0.0 -0.01
C -0.084966 -0.296417 0.700832 1.2 -1.8 3.3 -0.38
O -0.286576 0.219106 -0.418307 -0.3 0.9 -2.2 -0.09
H 1.587513 1.629530 0.300111 0.1 0.5 -0.2 0.06
H 2.661580 0.233294 0.130688 0.4 -0.1 -0.1 0.09
H 2.700028 1.209667 1.590659 0.7 0.6 0.6 0.10
H 1.924085 -1.731640 2.245851 -0.1 0.3 0.1 0.15
H 2.182154 -0.229164 3.139458 0.0 -0.1 0.3 0.13
H -0.180476 -0.186284 3.809177 0.0 0.2 0.3 0.13
H 0.513777 -1.772486 4.238782 -0.1 0.1 0.1 0.14
H -1.843613 -1.678219 3.052342 0.6 0.0 -0.1 0.15
H -0.643019 -2.866319 2.529180 0.0 0.2 -0.1 0.14
H -2.098436 -2.736953 0.445748 -0.2 -0.7 -0.1 0.10
H -2.987848 -1.288905 0.902932 -0.5 0.1 0.2 0.10
H -1.963310 -1.262538 -0.522871 -0.2 -0.1 -0.3 0.06
```
Forces are in eV/Å.